Record 1
17
Properties=species:S:1:pos:R:3:lowdin_charge:R:1 method="wB97M-V/def2-TZVPD" e_tot_ha=-288.930652 homo_lumo_gap_ev=9.29 de_lowest_kj_mol=226.7 total_charge=0
C -1.042 -0.818 1.746 0.001
C -1.336 -0.830 0.441 -0.181
C -1.193 0.417 -0.366 -0.233
N 0.232 0.708 -0.623 -0.139
C 0.554 2.099 -0.582 -0.162
H -1.097 -1.646 2.445 0.051
H -0.621 0.054 2.241 0.063
H -1.385 -1.792 -0.036 0.094
H -1.641 0.196 -1.346 0.109
H -1.617 1.301 0.123 0.117
H 0.776 0.088 -1.187 0.081
H 0.769 2.451 0.444 0.075
H 1.339 2.494 -1.254 0.083
H -0.281 2.732 -0.914 0.067
O 2.066 -1.595 -0.444 -0.061
H 2.587 -1.703 0.353 0.038
H 1.226 -1.344 -0.036 -0.004

Record 2
17
Properties=species:S:1:pos:R:3:lowdin_charge:R:1 method="wB97M-V/def2-TZVPD" e_tot_ha=-288.911458 homo_lumo_gap_ev=10.79 de_lowest_kj_mol=277.1 total_charge=0
C -2.040 -0.114 -0.434 -0.118
C -0.915 -0.733 0.381 -0.276
C 0.256 -1.242 -0.474 -0.199
C 1.214 -0.081 -0.595 -0.136
O 1.547 0.547 0.815 -0.276
N 1.612 1.984 0.846 0.006
H -1.747 0.855 -0.848 0.070
H -2.922 0.041 0.194 0.069
H -2.329 -0.763 -1.267 0.070
H -1.299 -1.567 0.977 0.102
H -0.537 0.031 1.112 0.107
H 0.746 -2.063 0.059 0.110
H -0.087 -1.586 -1.455 0.116
H 2.190 -0.419 -0.949 0.104
H 0.832 0.733 -1.215 0.107
H 0.952 2.220 1.591 0.072
H 2.526 2.158 1.261 0.072

Record 3
17
Properties=species:S:1:pos:R:3:lowdin_charge:R:1 method="wB97M-V/def2-TZVPD" e_tot_ha=-288.961393 homo_lumo_gap_ev=9.41 de_lowest_kj_mol=146.0 total_charge=0
C 0.714 1.820 1.025 -0.138
N 0.436 1.501 -0.360 -0.142
C -0.622 0.549 -0.655 -0.234
C -0.139 -0.850 -1.051 -0.177
C -0.461 -1.971 -0.059 -0.244
O -0.437 -1.543 1.316 -0.091
H 1.439 2.628 1.060 0.074
H -0.203 2.207 1.480 0.082
H 1.067 0.975 1.637 0.062
H 1.237 1.448 -0.967 0.097
H -1.202 0.467 0.267 0.111
H -1.265 0.970 -1.431 0.106
H -0.624 -1.123 -1.991 0.102
H 0.910 -0.906 -1.353 0.106
H 0.247 -2.794 -0.188 0.110
H -1.487 -2.306 -0.192 0.115
H 0.390 -1.072 1.463 0.062

Record 4
17
Properties=species:S:1:pos:R:3:lowdin_charge:R:1 method="wB97M-V/def2-TZVPD" e_tot_ha=-288.685632 homo_lumo_gap_ev=5.38 de_lowest_kj_mol=870.0 total_charge=0
C 1.583 1.161 0.258 -0.099
C 1.361 -0.176 -0.429 -0.271
N 0.039 -0.205 -1.243 -0.074
C -1.133 -0.844 -0.467 -0.271
C -1.859 0.164 0.449 -0.074
O 0.118 -0.516 2.048 -0.044
H 2.659 1.375 0.268 0.082
H 1.037 0.902 1.139 0.004
H 1.125 1.980 -0.223 0.057
H 1.235 -0.931 0.272 0.040
H 2.057 -0.428 -1.274 0.119
H 0.153 -1.065 -1.927 0.125
H -0.615 -1.496 0.259 0.072
H -1.807 -1.429 -1.139 0.117
H -2.740 -0.190 1.006 0.092
H -1.093 0.622 1.074 0.042
H -2.120 1.078 -0.072 0.085

Record 5
17
Properties=species:S:1:pos:R:3:lowdin_charge:R:1 method="wB97M-V/def2-TZVPD" e_tot_ha=-288.967196 homo_lumo_gap_ev=10.73 de_lowest_kj_mol=130.8 total_charge=0
C -0.572 -1.261 2.542 -0.023
C -0.629 -0.789 1.171 -0.628
N -0.929 -1.816 0.287 0.140
O -0.260 0.299 0.902 0.089
H -0.833 -0.650 3.330 0.065
H 0.361 -1.778 2.674 0.098
H -1.259 -2.088 2.694 0.078
H -0.611 -1.759 -0.686 0.116
H -1.039 -2.676 0.822 0.089
C 1.119 2.140 -1.657 -0.211
C 0.953 1.372 -2.852 -0.207
H 0.512 1.870 -0.793 0.041
H 2.166 2.018 -1.222 0.085
H 1.226 3.256 -1.919 0.092
H 1.430 0.472 -2.756 0.032
H 1.497 1.811 -3.638 0.061
H -0.090 1.081 -2.964 0.081

Record 6
17
Properties=species:S:1:pos:R:3:lowdin_charge:R:1 method="wB97M-V/def2-TZVPD" e_tot_ha=-288.650364 homo_lumo_gap_ev="10.50 / 6.93" de_lowest_kj_mol=170.3 total_charge=+1 multiplicity=2
C 0.276 -0.147 1.861 -0.084
C 0.440 1.293 1.371 -0.267
N -0.154 1.502 0.043 0.004
H 1.047 -0.798 1.432 0.071
H 0.253 -0.239 2.943 0.083
H -0.625 -0.589 1.426 0.062
H 0.003 1.981 2.097 0.121
H 1.501 1.527 1.337 0.112
H 0.512 1.333 -0.700 0.089
H -0.564 2.406 -0.149 0.115
C 0.467 -1.529 -1.933 0.241
C -0.920 -1.362 -1.807 -0.131
O -1.469 -0.320 -1.347 0.124
H 0.807 -2.551 -2.053 0.106
H 1.094 -0.656 -1.993 0.096
H -1.632 -2.173 -1.906 0.155
H -1.035 0.320 -0.621 0.103

Record 7
17
Properties=species:S:1:pos:R:3:lowdin_charge:R:1 method="wB97M-V/def2-TZVPD" e_tot_ha=-288.605776 homo_lumo_gap_ev="12.13 / 6.95" de_lowest_kj_mol=287.4 total_charge=+1 multiplicity=2
C 0.610 0.205 2.181 -0.028
N 1.254 0.190 0.841 0.125
C 0.786 1.199 -0.123 -0.116
C -0.674 0.730 -0.594 -0.128
C -0.738 -0.450 -1.434 -0.278
O -1.032 -1.788 -0.907 -0.069
H 1.351 -0.401 2.784 0.123
H -0.360 -0.231 2.312 0.094
H 0.560 1.211 2.805 0.153
H 1.225 -0.748 0.449 0.158
H 1.617 1.330 -0.989 0.191
H 0.671 2.230 0.231 0.128
H -0.897 1.498 -1.297 0.120
H -1.377 0.678 0.242 0.137
H -1.264 -0.114 -2.372 0.157
H 0.093 -0.686 -1.969 0.093
H -2.038 -1.895 -1.008 0.138

Record 8
17
Properties=species:S:1:pos:R:3:lowdin_charge:R:1 method="wB97M-V/def2-TZVPD" e_tot_ha=-288.618926 homo_lumo_gap_ev="10.63 / 4.82" de_lowest_kj_mol=252.9 total_charge=+1 multiplicity=2
C 1.079 0.366 -2.328 -0.155
C -0.107 -0.468 -1.855 -0.182
H 1.947 0.036 -1.734 0.058
H 1.454 0.251 -3.344 0.075
H 0.933 1.400 -1.993 0.061
H -0.957 0.141 -1.522 0.048
H 0.020 -1.226 -1.102 0.046
H -0.565 -0.936 -2.742 0.081
C -1.402 -0.346 1.367 0.037
C -0.282 -0.160 2.396 -0.387
O -0.412 -0.607 3.510 0.258
N 0.782 0.724 2.092 0.433
H 1.510 0.904 2.790 0.182
H 0.878 1.160 1.172 0.170
H -1.208 0.301 0.513 0.057
H -2.369 -0.183 1.817 0.109
H -1.301 -1.358 0.963 0.110

Record 9
18
Properties=species:S:1:pos:R:3:lowdin_charge:R:1 method="wB97M-V/def2-TZVPD" e_tot_ha=-364.141952 homo_lumo_gap_ev=10.89 de_lowest_kj_mol=331.4 total_charge=0
H 1.992 0.781 -1.636 0.073
N 1.719 -0.090 -1.205 0.136
C 1.884 -0.169 0.046 -0.511
C 2.424 0.842 1.013 0.011
O 1.544 -1.293 0.679 -0.041
O 1.018 -2.274 -0.181 -0.004
H 1.774 1.714 1.028 0.088
H 3.419 1.155 0.703 0.088
H 2.469 0.406 2.007 0.085
H 1.048 -1.816 -1.055 0.070
C -1.671 -0.011 -0.036 -0.181
C -3.152 0.197 -0.314 -0.171
H -1.463 -1.058 0.167 0.059
H -1.074 0.298 -0.893 0.054
H -1.358 0.573 0.828 0.063
H -3.363 1.245 -0.515 0.060
H -3.463 -0.386 -1.178 0.061
H -3.748 -0.115 0.541 0.061

Record 10
18
Properties=species:S:1:pos:R:3:lowdin_charge:R:1 method="wB97M-V/def2-TZVPD" e_tot_ha=-364.027010 homo_lumo_gap_ev=7.70 de_lowest_kj_mol=633.2 total_charge=0
C -0.059 -0.226 1.010 -0.289
C -0.179 0.914 0.109 -0.206
C 0.082 -1.632 0.503 -0.038
C -0.544 0.863 -1.346 -0.048
N -1.541 0.327 1.088 0.102
O 1.923 0.758 0.031 -0.352
O 2.197 -0.166 -1.095 -0.213
H 3.163 -0.148 -1.086 0.059
H 0.454 -0.017 1.940 0.143
H -0.019 1.901 0.525 0.135
H -1.790 0.959 1.838 0.112
H -2.255 -0.150 0.551 0.112
H -0.120 -2.351 1.300 0.082
H 1.108 -1.735 0.139 0.079
H -0.585 -1.848 -0.333 0.078
H -0.983 -0.088 -1.653 0.078
H 0.382 0.972 -1.917 0.082
H -1.233 1.669 -1.606 0.084

Record 11
18
Properties=species:S:1:pos:R:3:lowdin_charge:R:1 method="wB97M-V/def2-TZVPD" e_tot_ha=-364.241805 homo_lumo_gap_ev=10.65 de_lowest_kj_mol=69.2 total_charge=0
C 2.246 1.328 0.183 -0.084
C 1.223 0.773 -0.836 -0.332
C 1.788 -0.234 -1.853 -0.076
C 0.082 0.062 -0.114 -0.524
N -0.295 0.608 1.095 0.129
O -0.526 -0.875 -0.585 0.066
H 1.775 1.911 0.981 0.062
H 2.700 0.495 0.695 0.073
H 3.098 1.909 -0.241 0.090
H 0.916 1.688 -1.378 0.146
H 2.798 0.140 -2.173 0.092
H 1.116 -0.486 -2.651 0.069
H 1.913 -1.215 -1.395 0.078
H 0.298 0.899 1.846 0.074
H -1.268 0.329 1.408 0.137
O -5.634 -2.162 1.727 -0.070
H -6.462 -2.094 1.239 0.028
H -5.768 -3.073 2.052 0.042

Record 12
18
Properties=species:S:1:pos:R:3:lowdin_charge:R:1 method="wB97M-V/def2-TZVPD" e_tot_ha=-364.227701 homo_lumo_gap_ev=10.32 de_lowest_kj_mol=106.3 total_charge=0
C -0.226 -1.116 -2.484 -0.091
C -0.318 0.240 -1.729 -0.253
C 0.926 0.579 -0.916 -0.193
N 1.005 -0.065 0.414 0.016
C 0.064 -0.901 0.968 -0.361
O -1.092 -1.026 0.642 0.016
H -0.941 -0.985 -3.295 0.065
H -0.484 -1.960 -1.855 0.063
H 0.759 -1.174 -2.942 0.067
H -1.217 0.337 -1.134 0.091
H -0.360 0.978 -2.540 0.103
H 0.969 1.661 -0.780 0.112
H 1.835 0.306 -1.453 0.108
H 1.433 0.520 1.121 0.113
H 0.455 -1.577 1.738 0.127
O -0.183 1.809 2.684 -0.056
H -0.880 1.477 2.111 0.028
H -0.656 1.959 3.512 0.044